--- a ---
Formula: CH8O5
Source: OMol25
Level of theory: ωB97M-V/def2-TZVPD

CARTESIAN COORDINATES (ANGSTROEM)
O (-0.78, -1.07, 0.28)
C (-1.19, -0.91, 1.39)
O (-2.26, -0.14, 1.68)
H (-0.78, -1.40, 2.28)
H (-2.72, 0.04, 0.83)
O (-3.39, 0.09, -0.98)
H (-2.49, 0.25, -1.27)
H (-3.72, -0.80, -1.21)
O (-0.63, 1.17, -1.49)
H (-0.02, 0.53, -1.12)
H (-0.26, 1.99, -1.14)
O (6.33, 0.31, 0.01)
H (6.34, -0.65, 0.17)
H (5.59, 0.58, 0.57)

Calculated values
HOMO-LUMO gap	11.37	eV
E_HOMO	-10.936	eV
LUMO	0.43	eV
spin multiplicity	1
charge	0
SMILES	O=CO.O.O.O


--- b ---
Formula: CH8O5
Source: OMol25
Level of theory: ωB97M-V/def2-TZVPD

CARTESIAN COORDINATES (ANGSTROEM)
O (0.51, 0.10, 1.05)
C (-0.15, -0.90, 1.28)
O (-0.90, -1.52, 0.39)
H (-0.03, -1.55, 2.15)
H (-0.97, -0.92, -0.47)
O (-0.85, 0.24, -1.32)
H (-0.73, 0.17, -2.28)
H (-0.14, 0.74, -0.89)
O (-0.92, 2.76, 2.84)
H (-0.09, 2.44, 3.21)
H (-1.04, 2.28, 2.02)
O (2.05, -1.44, -2.92)
H (1.61, -1.86, -2.17)
H (1.67, -0.56, -2.89)

Calculated values
HOMO-LUMO gap	11.15	eV
E_HOMO	-11.162	eV
LUMO	-0.01	eV
spin multiplicity	1
charge	0
SMILES	O=CO.O.O.O


a ends up most stable, edging out the next structure by 6.4 kcal/mol.